No. 1
Entry from OMol25: a 7-piece molecular cluster, C22H62N6O7 overall (ωB97M-V with the def2-TZVPD basis set).

```
97
Properties=species:S:1:pos:R:3:lowdin_charge:R:1
C -2.426 -2.135 -5.781 -0.123
C -2.998 -0.465 -4.083 -0.139
N -1.433 0.306 -2.413 0.040
H -1.460 1.304 -2.258 0.065
H 3.779 -0.159 3.713 0.102
C 4.978 -1.937 1.923 -0.047
N 3.602 0.127 1.277 0.040
H -3.645 0.356 -0.749 0.069
H 5.003 -2.809 2.577 0.067
H 4.709 1.322 -2.238 0.076
H 5.692 -1.289 2.430 0.060
H -0.575 -1.008 -1.084 0.076
H 0.268 0.492 4.374 0.040
H -1.114 -5.953 -1.172 0.057
H 0.985 -0.881 5.134 0.064
O 1.775 -0.438 3.278 -0.278
H -0.275 2.771 3.050 0.109
O 0.730 -3.475 -2.360 -0.090
H -5.042 -0.813 3.679 0.062
H -1.829 -1.537 -6.469 0.069
H 4.194 0.798 1.746 0.065
N 0.360 0.757 1.272 0.056
H -4.124 0.870 5.116 0.070
H -2.065 -3.160 -5.872 0.093
O 0.342 -4.000 -0.285 -0.081
H -0.577 0.741 1.649 0.062
C -0.395 2.659 0.113 -0.052
N 0.289 -1.230 -0.612 0.269
H 0.379 -2.208 -0.848 0.044
O -2.228 -1.621 -4.495 -0.217
H -4.376 -0.875 2.094 0.052
C 2.215 0.997 -3.954 -0.163
H -0.604 0.098 -5.351 0.057
H 0.847 0.529 -6.113 0.084
H 1.088 -0.762 -1.016 0.040
H 0.912 0.359 2.019 0.035
H -4.662 0.025 -2.189 0.077
C 0.476 0.008 -5.231 -0.096
H 1.619 2.239 0.665 0.127
H 1.759 5.023 3.722 0.045
H 1.900 0.638 5.103 0.027
H 3.183 -0.598 -1.780 0.089
H -0.555 -5.797 -2.817 0.056
O 0.642 4.410 2.122 -0.249
H 2.822 0.114 -4.150 0.128
H -2.248 -2.881 2.922 0.080
H 1.783 1.982 -2.085 0.115
N 2.559 0.130 -1.463 0.040
H 3.115 0.357 -0.651 0.018
C 0.794 5.301 3.297 -0.170
O -2.009 -0.995 2.042 -0.217
H -0.936 0.274 -3.291 0.041
C 1.226 -0.003 4.534 -0.190
C 3.118 -0.913 3.285 -0.251
H 1.487 2.787 2.929 0.095
H -2.553 -1.269 -1.973 0.139
H -1.428 2.615 0.457 0.074
C -0.872 -5.224 -1.946 -0.034
H -2.653 0.354 -4.714 0.120
N -4.764 -0.320 2.843 0.038
H 0.798 -1.030 -5.314 0.106
C 3.596 -1.167 1.881 -0.407
C 0.188 -4.201 -1.494 -0.792
H 2.793 -1.771 1.458 0.144
C 3.878 2.027 -2.258 -0.079
H 3.746 2.729 -1.434 0.068
H -3.001 2.061 4.538 0.052
C 0.636 2.137 1.126 -0.425
H 0.726 6.357 3.036 0.068
H -0.344 3.741 -0.011 0.071
H -4.724 1.970 3.985 0.073
C -2.298 -0.273 3.214 -0.212
H -0.065 5.013 3.903 0.051
O 0.831 0.669 -4.021 -0.223
C -3.570 0.578 3.002 -0.424
H -1.867 -2.933 1.260 0.084
H 4.089 2.711 -3.080 0.059
H -2.614 -0.922 4.031 0.124
H -3.440 -2.024 -6.167 0.081
C -2.665 -0.363 -2.569 -0.418
H -3.479 1.127 2.064 0.130
H -4.042 -0.676 -4.314 0.114
H 2.384 1.858 -4.601 0.125
C -3.818 1.412 4.221 -0.127
C -3.720 0.440 -1.833 -0.054
H 3.259 -1.874 3.779 0.118
H 5.452 -2.131 0.961 0.066
H -1.445 0.372 3.423 0.083
H 2.691 0.515 1.475 0.037
H -0.440 2.235 -0.890 0.043
C 0.563 2.976 2.383 -0.200
H -3.587 1.519 -1.919 0.079
H 0.283 -0.819 0.311 0.059
H -1.782 -4.707 -2.251 0.059
C -1.682 -2.346 2.160 -0.111
H -0.645 -2.473 2.469 0.088
C 2.530 1.274 -2.447 -0.350
```

Results
- HOMO level (alpha / beta): 0.592 / -5.566 eV
- Calculated total energy: -47086.971 eV
- M: 522.77 g mol⁻¹
- Multiplicity: 2
- Charge: -1

***

No. 2
Entry from OMol25: C22H62O10V as an isolated structure (ωB97M-V with the def2-TZVPD basis set).

```
95
Properties=species:S:1:pos:R:3:lowdin_charge:R:1
H -5.539 -0.065 3.119 0.083
H 0.509 4.153 1.067 0.111
C 5.308 -0.191 -1.927 -0.051
H -0.618 -2.631 -0.818 0.043
O -2.471 0.512 -0.177 -0.140
O -4.262 2.227 0.944 -0.095
H 0.166 -1.207 -4.498 0.059
H 1.819 -3.127 0.755 0.064
O 0.677 2.287 0.034 -0.144
C 2.890 2.434 2.639 -0.058
C -0.830 -0.871 4.361 -0.080
H 1.626 2.305 0.176 0.019
H 2.059 -1.003 2.344 0.106
H -0.469 -1.939 -2.598 0.032
H 0.628 -4.865 -1.355 0.063
H -1.782 4.532 0.384 0.076
H -1.106 -0.699 5.401 0.066
H -3.883 -0.905 -0.633 0.100
O 3.064 -1.109 -2.143 -0.086
H -5.499 -0.189 1.375 0.082
C 0.560 -4.846 -2.442 -0.063
C -4.068 0.666 -2.080 -0.053
H 1.965 1.930 2.361 0.056
H 1.592 -0.255 -4.645 0.074
H 0.462 -3.490 -4.135 0.113
H 2.611 3.454 2.904 0.073
O 2.000 -0.611 0.312 -0.151
O -0.561 0.223 2.307 -0.345
H 0.856 2.494 -4.372 0.076
H -3.403 1.336 -2.625 0.071
C 0.864 2.040 -3.381 -0.040
C -1.067 -3.076 0.985 -0.267
H 2.536 -0.844 -0.449 0.028
H -0.909 0.901 -3.430 0.110
C -4.922 1.732 2.123 -0.274
H -3.986 -0.202 2.409 0.060
H -2.101 0.622 3.607 0.099
H 3.467 -2.721 0.214 0.074
C 0.153 3.617 0.187 -0.247
H 2.147 -0.879 -2.313 0.042
H -0.734 -2.761 1.974 0.105
O -0.727 -2.863 -2.586 -0.081
H -0.819 2.495 3.875 0.071
C -2.605 -3.134 1.002 -0.057
H 4.031 2.589 -0.421 0.100
C -4.973 0.226 2.234 -0.073
C 3.915 2.341 1.471 -0.272
H 0.336 2.744 -2.738 0.062
H 0.118 0.302 -5.416 0.082
C 3.823 0.026 -2.322 -0.332
H 5.465 -0.458 -0.882 0.067
H 3.188 -3.313 1.859 0.076
H -1.826 2.866 0.900 0.054
H -5.950 2.089 2.196 0.108
C 0.512 -0.174 -4.518 -0.058
C 2.656 -1.228 1.460 -0.219
H -1.499 -1.629 3.953 0.064
H -0.652 -4.055 0.745 0.110
H 1.281 -2.847 -2.771 0.104
V -0.210 0.085 0.105 0.941
C -1.391 3.539 0.161 -0.066
H -4.681 1.223 -1.371 0.056
H 3.626 -0.751 1.602 0.097
H 1.451 -5.349 -2.817 0.075
H -4.750 0.084 -2.699 0.078
H -4.430 2.156 2.998 0.112
H 3.756 0.298 -3.375 0.108
H 3.358 0.885 -1.840 0.086
C -1.028 0.436 3.637 -0.618
H 4.514 1.433 1.538 0.099
O -0.587 -2.167 0.021 -0.139
H 5.897 0.689 -2.185 0.070
C -0.478 1.598 4.392 -0.077
C 0.154 0.684 -3.334 -0.546
H 5.743 -0.972 -2.551 0.073
H 0.602 1.529 4.523 0.070
H -3.075 1.086 0.299 0.028
H 4.599 3.184 1.570 0.109
H -0.932 1.669 5.380 0.072
C 2.776 -2.701 1.057 -0.052
O 3.310 2.527 0.210 -0.089
H -4.032 3.154 1.039 0.090
H -0.281 -5.484 -2.716 0.077
H -1.712 3.264 -0.844 0.079
H -3.011 -2.216 1.427 0.058
C 0.424 -3.462 -3.046 -0.339
H -2.930 -3.957 1.639 0.072
O 0.202 -0.065 -2.114 -0.340
H 3.282 2.056 3.584 0.078
H -2.538 -0.794 -1.786 0.102
C -3.210 -0.220 -1.149 -0.277
H 1.914 1.928 -3.111 0.058
H -3.054 -3.379 0.039 0.077
H 0.224 -1.147 4.385 0.074
H 0.479 4.201 -0.673 0.106
```

Results
- HOMO level (alpha / beta): -6.491 / -7.264 eV
- Calculated total energy: -69981.572 eV
- M: 537.67 g mol⁻¹
- Multiplicity: 4

***

No. 3
Entry from OMol25: a 7-piece molecular cluster, C22H63BClNO29P7 overall (ωB97M-V with the def2-TZVPD basis set).

```
124
Properties=species:S:1:pos:R:3:lowdin_charge:R:1
C -5.125 7.398 -6.734 -0.091
H -7.069 -4.056 -4.041 0.068
H -6.138 7.531 -7.113 0.083
O -0.448 0.545 3.496 -0.208
C 1.666 -2.424 2.601 -0.066
O 8.913 -0.989 4.138 -0.213
H 10.039 -4.838 3.340 0.087
C -3.566 0.112 -3.420 -0.205
H 6.124 -3.279 -2.533 0.089
O 10.191 -2.785 2.945 -0.207
C -4.227 1.313 -2.625 -0.696
H -4.686 5.608 -3.601 0.088
H -2.325 -2.858 -1.303 0.048
O 4.081 -2.448 0.273 -0.227
H -4.097 -0.270 -6.069 0.091
H -7.720 7.749 -2.263 0.087
H 4.393 2.907 -1.185 0.091
H -4.458 8.095 -7.235 0.084
H -6.648 8.923 -1.474 0.085
C 5.087 -3.579 -2.398 -0.095
O 4.303 -2.395 -2.239 -0.208
C 7.461 1.613 3.285 -0.075
H 5.166 1.312 -1.402 0.093
P -6.388 7.488 -4.485 0.310
C 2.403 1.068 3.031 -0.085
C 7.068 -3.069 2.692 -0.070
H -6.628 -1.263 -0.506 0.083
C -0.882 1.556 4.415 -0.082
H -4.905 -2.817 -2.378 0.096
O -5.813 7.992 -3.095 -0.218
O 7.112 3.113 0.532 -0.207
H -4.807 -3.261 -4.106 0.089
H -3.624 -1.295 -1.902 0.068
O 7.077 0.603 0.316 -0.221
H 4.498 -0.397 0.256 0.053
C 6.698 4.339 1.146 -0.089
H 1.753 0.924 2.169 0.090
B -4.733 -0.572 -4.244 -0.660
O 2.442 -1.071 -1.184 -0.212
H 7.336 -2.116 2.233 0.080
O 4.864 1.920 0.580 -0.240
H 8.317 1.350 2.666 0.085
O -1.514 -2.783 -1.824 -0.357
H -1.968 1.583 4.390 0.090
C 1.589 -3.982 -2.120 -0.071
H -10.828 -3.660 1.086 0.083
O -4.920 -0.229 -5.575 0.156
H -6.169 -0.134 0.786 0.088
H 5.919 -1.464 0.282 0.078
H 4.913 -1.277 1.738 0.082
H 3.418 0.790 2.751 0.071
C -6.785 -3.462 -3.169 -0.062
O 2.005 0.248 4.142 -0.210
H -4.792 6.377 -6.914 0.090
C -5.632 5.086 -3.730 -0.067
C -9.349 0.276 1.418 -0.092
H -10.749 -4.057 2.816 0.085
H -2.784 0.522 -4.067 0.116
C 10.452 -4.151 2.602 -0.089
H -5.352 -1.704 0.648 0.087
H -8.969 -0.016 2.397 0.086
H 2.028 -4.806 -2.681 0.087
N -2.920 -0.769 -2.411 -0.219
O -7.245 -1.785 1.453 -0.218
O 2.464 -3.664 -1.017 -0.217
H 1.308 -3.081 1.813 0.091
H -6.002 4.755 -2.763 0.090
H 10.695 -2.678 7.119 0.089
H -0.486 2.518 4.092 0.088
O -9.391 -0.831 0.513 -0.209
H 5.010 -4.233 -1.529 0.085
O 6.257 1.742 2.496 -0.221
H 7.303 0.816 4.003 0.071
H 0.627 -4.283 -1.718 0.077
O -9.344 -2.711 2.204 -0.218
H -11.400 -2.483 2.299 0.086
O -3.901 2.451 -2.982 -0.028
C 4.904 -1.326 0.650 -0.093
P -1.559 -1.558 -2.901 0.600
H 7.646 2.553 3.803 0.088
P 0.612 -0.516 3.994 0.326
H 1.438 -3.127 -2.778 0.082
C -5.427 -2.775 -3.347 -0.252
Cl -2.055 -2.629 -4.767 0.071
H 6.575 5.081 0.360 0.089
H 2.385 2.116 3.328 0.091
O -5.060 7.682 -5.331 -0.216
P 6.399 1.748 0.925 0.327
H 6.033 -3.030 3.022 0.091
H -7.519 -2.676 -2.981 0.078
C -6.692 7.953 -1.964 -0.090
O -8.671 -3.118 -0.258 -0.221
H 7.193 -3.877 1.973 0.094
P 3.234 -2.290 -1.061 0.333
H -10.363 0.660 1.522 0.085
H -0.551 1.341 5.432 0.086
O 0.283 -1.270 5.201 -0.226
H 3.481 1.415 -0.846 0.083
H 10.892 -1.473 5.828 0.085
H -6.714 -4.117 -2.297 0.067
H 1.646 -2.965 3.548 0.089
O -7.582 8.171 -4.988 -0.237
H 10.017 -4.359 1.626 0.089
H -5.477 4.214 -4.357 0.083
O -5.660 -1.411 -3.664 0.054
O -5.001 0.931 -1.731 -0.029
C -6.297 -1.182 0.528 -0.057
H -8.711 1.051 0.996 0.093
H 7.474 4.668 1.836 0.087
H 5.758 4.223 1.685 0.087
C 10.823 -2.538 6.049 -0.082
O -6.629 5.938 -4.352 -0.211
C -10.663 -3.257 2.084 -0.095
H 11.728 -3.047 5.717 0.088
H 11.531 -4.281 2.550 0.088
O 7.884 -3.348 3.849 -0.206
H 4.747 -4.114 -3.284 0.087
H 2.676 -2.098 2.361 0.069
O 9.681 -3.123 5.406 -0.211
O 0.796 -1.287 2.629 -0.210
P -8.651 -2.194 0.873 0.323
C 4.459 1.888 -0.805 -0.066
H -6.349 7.179 -1.279 0.089
P 9.145 -2.430 4.088 0.333
```

Results
- HOMO level: -5.076 eV
- Calculated total energy: -162944.614 eV
- M: 1068.81 g mol⁻¹
- Charge: -1

***

No. 4
Entry from OMol25: C22H63Cl2NNbO10 as an isolated structure (ωB97M-V with the def2-TZVPD basis set).

```
99
Properties=species:S:1:pos:R:3:lowdin_charge:R:1
H 5.432 5.341 2.658 0.052
H 5.023 0.510 -0.709 0.037
H -1.758 -1.848 1.569 0.071
H -0.878 4.107 5.206 0.086
C 3.866 -1.177 -2.253 -0.093
O -0.703 0.578 2.010 -0.166
C -1.911 0.296 1.312 -0.317
Cl 4.828 2.877 3.540 0.441
H -3.381 1.965 -3.059 0.107
C -4.108 1.264 5.929 -0.092
H -0.823 -8.403 -4.088 0.105
C 2.616 -2.684 -6.013 -0.314
H -1.317 -6.208 -7.046 0.072
H -2.389 4.223 2.696 0.071
H -4.336 -0.834 6.373 0.108
C -2.355 0.297 -3.977 -0.098
H -4.755 1.244 5.049 0.077
O -1.765 1.416 -1.912 -0.085
C -2.849 1.056 -2.758 -0.324
C -2.053 5.148 3.166 -0.096
H -3.150 1.807 9.652 0.080
H -1.819 -0.603 -3.673 0.071
H -1.656 0.907 -4.555 0.071
H -1.099 -7.926 -2.404 0.111
H -2.398 3.284 7.353 0.075
H 0.441 -7.228 -8.135 0.110
H -2.880 -0.102 7.068 0.097
H -1.374 -5.486 -9.889 0.078
H 1.811 2.991 3.688 -0.159
H -3.187 0.011 -4.625 0.068
H -1.167 1.973 -2.423 0.090
C 4.831 4.068 0.954 -0.816
C 5.792 5.021 1.677 -0.186
C 0.030 -6.263 -8.450 -0.314
H -2.073 6.084 5.113 0.105
H -3.311 1.983 5.724 0.054
H 6.807 4.606 1.737 0.065
H -2.076 0.057 4.910 0.085
H -2.649 -1.003 2.834 0.043
C 0.962 5.861 1.425 -0.588
N 0.253 6.248 0.633 0.109
O -1.835 4.045 5.313 -0.113
H -1.705 0.304 0.239 0.087
H 5.882 5.925 1.052 0.071
C -3.535 -0.116 6.192 -0.308
O -1.842 -6.637 -3.795 -0.083
H -3.501 5.091 4.768 0.107
H -2.503 5.993 2.640 0.076
O 1.954 5.311 2.163 -0.383
C -0.831 -7.556 -3.393 -0.322
H -0.971 5.195 3.041 0.027
C -2.472 -1.041 1.760 -0.091
Cl 5.626 3.300 -0.509 0.535
C -2.307 3.058 8.415 -0.306
H 3.444 -2.053 -6.335 0.113
H -1.800 -7.072 -9.266 0.073
H -3.407 -1.276 1.246 0.068
Nb 1.891 3.198 1.874 1.354
H 0.854 -5.624 -8.764 0.104
H -0.602 1.759 8.186 0.076
H -0.794 2.401 9.812 0.067
H 4.386 2.001 1.366 -0.016
O -0.593 -5.639 -7.330 -0.097
H 0.075 3.394 1.714 -0.113
H -4.685 1.618 6.783 0.064
C -0.961 -6.448 -9.584 -0.091
H 4.568 -0.562 -2.822 0.074
H -2.599 3.948 8.984 0.109
H 0.768 -3.474 -6.808 0.055
H -3.529 0.437 -2.173 0.109
C 4.169 2.966 1.848 -0.890
H -0.486 -6.917 -10.447 0.074
H -1.610 -6.315 -4.672 0.058
H 1.289 -2.618 -4.592 0.084
H 4.406 -2.074 -1.939 0.073
H 3.048 -1.471 -2.910 0.043
O -3.222 2.000 8.711 -0.104
H -2.620 1.096 1.531 0.112
O 2.015 -2.056 -4.886 -0.092
C -2.420 5.160 4.637 -0.307
H 1.626 1.435 1.646 -0.117
H 3.020 -3.654 -5.703 0.108
C -0.886 2.650 8.750 -0.085
H 1.980 3.507 0.049 -0.113
H 2.817 0.487 -1.347 0.109
O -2.791 -0.573 5.065 -0.100
H 1.203 -1.892 -7.437 0.078
H -0.077 -0.125 1.805 0.050
C 0.527 -6.880 -3.358 -0.091
H 2.072 -3.332 -8.004 0.069
H 1.305 -7.578 -3.041 0.073
H -0.183 3.451 8.517 0.075
H 2.666 -1.041 -0.464 0.108
H 0.789 -6.489 -4.345 0.065
C 3.350 -0.420 -1.042 -0.321
C 1.610 -2.858 -7.136 -0.091
H 0.514 -6.034 -2.670 0.079
H 4.021 4.687 0.553 0.032
O 4.430 -0.050 -0.195 -0.114
```

Results
- HOMO level: -5.148 eV
- Calculated total energy: -72388.953 eV
- M: 665.56 g mol⁻¹
- Relative energy (zero: lowest compared OMol25 entry of this formula, charge and spin): 20.6 kcal/mol
- Charge: -1